A structure of composition C34H53BrN2P2Sr at a distorted geometry, computed with ωB97M-V/def2-TZVPD.

Geometry as XYZ:
```
93
Properties=species:S:1:pos:R:3:forces:R:3
N -5.0800 -2.3421 -6.9145 -0.56 -0.12 -0.06
C -4.1095 -3.2570 -6.9466 0.77 0.38 0.75
C -3.1526 -3.3379 -5.9216 -0.32 -0.04 -0.33
C -3.2959 -2.5404 -4.7529 -0.46 -1.36 0.03
C -4.3548 -1.5928 -4.7619 -0.14 -0.08 0.46
C -5.2232 -1.5342 -5.8667 0.81 0.02 0.43
C -2.3884 -2.6872 -3.6158 0.12 -0.13 -2.22
Sr -0.4559 -2.6960 -0.7589 1.57 0.62 0.59
P -0.9967 -0.6264 5.0477 -0.03 0.11 1.37
C -2.6701 -2.3275 -2.2946 -0.88 0.78 1.50
C -2.3099 -0.9637 -1.8871 1.26 -0.84 0.02
C -2.7963 -0.3017 -0.7409 -0.12 -0.67 -0.17
C -2.2311 0.8903 -0.3412 0.17 0.97 0.16
C -1.1112 1.4382 -0.9894 0.21 -0.24 -0.27
C -0.5747 0.7263 -2.0769 0.26 0.43 -0.05
C -1.2556 -0.3520 -2.6152 0.08 0.00 -0.51
Br 0.1936 -0.5440 1.1390 0.05 -0.39 -0.04
H -1.3663 -3.0225 -3.8919 -0.11 1.11 -0.28
H -3.2390 -2.9904 -1.6143 -1.40 1.06 -1.01
H -2.3215 -4.0283 -6.0356 -0.14 -0.03 0.19
H -4.4679 -0.8829 -3.9329 -0.02 -0.44 -0.30
H -4.0690 -3.9244 -7.8161 0.01 0.38 0.36
H -6.0379 -0.7958 -5.8894 0.43 -0.41 -0.09
H -3.6323 -0.7498 -0.2030 0.26 0.20 0.05
H -1.0190 -0.7288 -3.6334 0.22 0.18 0.96
H -2.6085 1.3930 0.5477 -0.06 -0.27 -0.22
H 0.4217 0.9944 -2.4637 -0.80 0.00 -0.24
P -0.2737 3.0087 -0.5631 -0.71 -1.05 -0.21
C -1.1677 -2.0895 3.9669 -0.08 -0.12 -0.18
C -1.8545 -3.2464 4.7106 0.06 -0.03 -0.21
H -0.1484 -2.3708 3.6673 -0.23 -0.01 -0.04
H -1.7229 -1.7804 3.0688 0.20 -0.33 0.04
H -1.7119 -4.1799 4.1543 -0.16 0.04 0.11
H -1.4290 -3.3860 5.7141 -0.15 0.09 -0.29
H -2.9326 -3.0666 4.8104 0.25 -0.06 0.08
C -2.2177 0.5817 4.4001 -0.11 -0.09 -0.32
C -2.6349 1.6287 5.4390 -0.13 0.05 -0.17
H -3.0927 0.0101 4.0572 0.14 0.16 0.05
H -1.7394 1.0497 3.5256 -0.39 0.02 -0.04
H -3.5045 2.1890 5.0798 0.13 0.02 0.05
H -2.9148 1.1685 6.3924 0.12 0.02 -0.18
H -1.8326 2.3493 5.6261 -0.05 -0.12 0.07
C 0.5734 0.1816 4.5301 -0.05 -0.09 -0.27
C 1.6552 0.0835 5.5958 0.18 0.14 0.02
H 0.3101 1.2326 4.3645 0.16 -0.02 -0.06
H 0.8720 -0.2445 3.5609 0.12 0.28 0.40
H 2.5169 0.6955 5.3140 0.09 -0.08 0.06
H 1.2873 0.4634 6.5540 0.07 -0.12 -0.10
H 1.9969 -0.9448 5.7543 -0.09 0.09 -0.01
C 1.4587 2.5671 -0.2030 0.06 -0.07 -0.15
C 2.5101 3.6563 0.0270 0.19 0.25 -0.32
H 1.7865 1.8875 -1.0041 -0.16 0.16 0.11
H 1.3762 1.9164 0.6703 -0.21 0.01 0.07
H 2.9226 4.0394 -0.9192 -0.27 -0.04 0.31
H 2.1558 4.5022 0.6186 -0.07 -0.06 -0.05
H 3.3516 3.2257 0.5787 -0.14 0.03 -0.08
C -1.0829 3.7422 0.8672 0.27 0.22 0.62
C -2.5692 4.1324 0.7119 0.02 0.06 -0.02
H -0.4763 4.6344 1.1074 -0.24 -0.21 -0.03
H -0.9369 3.0578 1.7280 -0.06 0.14 -0.49
H -2.7028 4.9785 0.0245 0.09 -0.22 0.22
H -3.1836 3.3014 0.3426 0.16 0.32 0.15
H -2.9484 4.4326 1.7010 0.10 -0.09 -0.42
C -0.5070 4.1087 -1.9912 -0.20 0.49 0.27
C 0.1837 3.6596 -3.2768 0.09 -0.03 -0.35
H -0.1712 5.1151 -1.6784 -0.02 -0.37 -0.09
H -1.6046 4.1880 -2.1402 0.55 -0.07 0.15
H -0.4026 2.9024 -3.7998 0.06 0.00 0.12
H 0.2967 4.4967 -3.9704 -0.06 -0.03 0.19
H 1.1845 3.2538 -3.1051 -0.05 0.07 0.03
C 4.3465 0.0486 0.7849 0.12 0.28 0.08
N 4.4378 -1.3749 1.2095 0.12 -0.50 -0.14
C 4.5536 -1.4792 2.6929 0.06 -0.05 0.09
C 3.3423 -2.2772 0.6482 0.15 -0.10 0.40
C 3.3147 -2.1771 -0.8493 1.72 0.29 -1.57
C 4.5142 -2.0521 -1.6101 -0.60 0.17 0.59
C 4.4473 -1.7622 -2.9779 0.16 -0.23 0.05
C 3.2168 -1.7286 -3.6386 -0.63 0.21 0.08
C 2.0249 -1.9014 -2.8888 1.91 -0.06 -1.29
C 2.1302 -2.1218 -1.5409 -3.39 -0.71 1.81
H 3.3918 0.4615 1.1250 0.12 -0.22 -0.04
H 4.4349 0.1232 -0.3008 -0.08 -0.08 0.25
H 5.1787 0.5691 1.2699 -0.21 0.02 -0.16
H 5.3000 -1.7647 0.8060 -0.17 0.32 0.21
H 3.6618 -1.0500 3.1590 0.10 -0.10 -0.17
H 4.6513 -2.5356 2.9571 0.00 0.24 0.03
H 5.4396 -0.9171 3.0049 -0.20 -0.20 0.01
H 3.5849 -3.2820 1.0266 0.05 0.21 -0.15
H 2.4003 -1.9597 1.1155 0.23 0.05 -0.33
H 5.4980 -2.1499 -1.1286 -0.18 0.10 -0.35
H 5.3702 -1.5647 -3.5350 -0.39 -0.29 0.20
H 3.1920 -1.5749 -4.7207 0.03 0.09 0.32
H 1.0448 -1.8773 -3.3909 0.44 -0.03 -0.03
```
Positions in Å, forces in eV/Å.

* LUMO: -0.2683 Ha
* relative energy (zero: lowest compared OMol25 entry of this formula, charge and spin): 0.0 kJ/mol
* HOMO: -0.423 Ha
* multiplicity: 1
* frontier orbital gap: 0.154 Ha
* total charge: +2

A structure of composition C31H45BrErN5O5P3, computed with ωB97M-V/def2-TZVPD.

Geometry as XYZ:
```
91
Properties=species:S:1:pos:R:3:forces:R:3
Er -0.9092 0.5405 0.3564 -0.56 -0.30 -0.51
O 5.6540 1.0270 1.2659 -0.19 -0.24 0.01
C 5.5677 -0.2838 1.4697 -0.08 0.33 -0.01
O 6.5326 -0.9705 1.6755 0.08 -0.04 -0.01
C 4.2090 -0.9155 1.4344 0.13 -0.16 0.09
C 4.0627 -2.2517 1.7302 -0.07 -0.01 -0.07
N 2.7574 -2.5419 1.5875 0.02 0.17 0.03
N 2.0241 -1.4838 1.2306 -0.07 -0.05 -0.04
C 2.8913 -0.4838 1.1386 0.05 -0.06 0.03
C 2.4102 0.8801 0.7896 -0.22 0.15 -0.08
O 3.1997 1.8206 0.7827 0.07 0.07 -0.09
O 1.1653 0.9912 0.5021 0.53 0.07 0.15
H 4.7505 1.4222 1.1262 0.13 -0.06 -0.01
H 4.8008 -2.9767 2.0227 0.05 -0.04 0.01
H 2.2963 -3.4129 1.7949 0.00 0.02 0.00
C -1.9290 1.1371 4.4755 0.01 -0.01 0.12
P -0.6077 0.8035 3.2656 -0.01 0.04 -0.18
C 0.6085 2.0956 3.6659 -0.01 0.05 0.14
C 0.1063 -0.7696 3.8715 -0.03 0.00 0.10
C 0.9810 -0.7937 4.9555 0.03 -0.04 -0.03
C 1.4812 -1.9917 5.4422 -0.03 0.02 -0.02
C 1.0884 -3.1882 4.8616 0.02 0.00 0.01
C 0.2198 -3.1789 3.7807 0.00 0.02 0.03
C -0.2653 -1.9795 3.2643 0.00 -0.01 0.04
P -1.3296 -1.9453 1.7809 -0.16 0.08 0.17
C -2.9810 -2.3340 2.4687 0.03 -0.14 0.10
C -0.9403 -3.4560 0.8515 -0.01 -0.12 -0.03
H -1.5158 1.1526 5.4858 -0.05 0.01 -0.01
H -2.7009 0.3707 4.4241 0.00 -0.02 -0.01
H -2.3855 2.1024 4.2571 0.01 0.02 -0.02
H 0.7780 2.1782 4.7403 0.02 0.02 -0.01
H 0.2052 3.0436 3.3055 0.00 -0.01 -0.01
H 1.5559 1.9259 3.1586 0.01 -0.05 -0.02
H 1.2882 0.1308 5.4258 -0.01 0.03 0.01
H 2.1652 -1.9901 6.2793 0.02 0.00 0.02
H 1.4582 -4.1269 5.2521 0.00 -0.02 0.00
H -0.0773 -4.1222 3.3394 -0.02 -0.02 -0.01
H -2.9182 -3.1849 3.1493 -0.02 0.01 -0.01
H -3.6769 -2.5764 1.6672 0.01 -0.01 -0.05
H -3.3781 -1.4794 3.0153 0.01 0.03 0.00
H -1.1116 -4.3696 1.4221 0.00 0.01 -0.02
H 0.0898 -3.4183 0.4988 0.03 0.03 0.01
H -1.5904 -3.4616 -0.0249 0.00 -0.01 -0.01
Br -2.3258 7.2569 -1.3324 -0.01 0.16 -0.05
C -2.0566 5.4717 -0.7837 0.00 -0.10 0.03
C -3.1537 4.6587 -0.5466 0.05 -0.07 0.02
C -2.9436 3.3429 -0.1531 0.05 0.14 0.00
C -1.6651 2.7877 0.0219 -0.01 -0.25 0.16
C -0.5967 3.6687 -0.2119 0.03 0.19 0.00
C -0.7718 4.9918 -0.6142 -0.01 -0.07 0.03
H -4.1541 5.0506 -0.6706 -0.02 0.01 0.00
H -3.8332 2.7466 0.0202 -0.02 0.00 0.00
H 0.4290 3.3379 -0.0616 -0.01 0.00 -0.02
H 0.0779 5.6398 -0.7831 0.01 0.01 0.00
C -3.3940 0.6580 -2.7676 -0.01 0.00 -0.05
C -3.2086 -0.4367 -1.7180 0.13 0.03 0.05
C -3.5775 -1.7954 -2.3104 -0.04 -0.03 -0.02
C -4.0848 -0.1575 -0.4971 -0.20 0.11 0.03
O -1.8518 -0.4549 -1.3036 -0.03 0.18 0.20
H -2.8171 0.4177 -3.6652 0.04 -0.01 0.00
H -3.0551 1.6209 -2.3814 0.00 0.00 0.03
H -4.4375 0.7579 -3.0703 -0.02 -0.02 0.01
H -4.5479 -1.7668 -2.8081 -0.04 0.02 0.03
H -3.6218 -2.5653 -1.5376 0.06 0.00 0.05
H -2.8347 -2.1026 -3.0468 0.02 0.02 -0.05
H -5.1370 -0.0087 -0.7507 0.02 -0.08 -0.06
H -3.7702 0.7617 0.0067 0.08 -0.01 -0.01
H -4.0294 -0.9868 0.2088 0.04 -0.02 0.01
C 2.2474 -1.0923 -4.7821 0.13 0.01 0.02
N 2.9221 -0.1960 -3.7345 0.00 0.01 -0.02
C 2.5110 1.2610 -4.0188 0.14 -0.07 0.00
N 1.1032 1.3899 -4.0407 0.02 -0.04 0.03
C 0.5202 0.4967 -5.0358 -0.02 0.01 -0.07
N 0.8435 -0.9066 -4.7822 0.02 0.00 0.02
C 0.1923 -1.4143 -3.5667 -0.01 -0.07 -0.07
P 0.6976 -0.5203 -2.0298 0.01 0.09 -0.04
C 2.5328 -0.6082 -2.3410 0.22 0.03 -0.12
C 0.5022 1.2072 -2.7148 -0.09 0.04 -0.04
H 2.5248 -2.1186 -4.5378 -0.05 0.02 -0.03
H 2.6805 -0.8043 -5.7416 -0.03 -0.02 0.01
H 3.9354 -0.2700 -3.8395 -0.04 -0.01 0.01
H 2.9495 1.5014 -4.9889 -0.04 0.03 0.02
H 2.9649 1.8671 -3.2339 -0.04 0.02 -0.04
H 0.9051 0.7685 -6.0208 -0.02 0.01 0.00
H -0.5615 0.6175 -5.0319 0.01 0.01 0.00
H 0.4015 -2.4816 -3.4648 0.01 0.00 -0.01
H -0.8852 -1.3052 -3.6754 -0.02 0.01 0.06
H 2.8935 -1.6285 -2.1960 -0.01 0.01 0.05
H 3.0744 0.0460 -1.6539 -0.06 -0.04 0.02
H 0.9397 1.9287 -2.0198 0.01 -0.03 -0.01
H -0.5646 1.4321 -2.7798 0.02 -0.04 0.02
```
Positions in Å, forces in eV/Å.

* LUMO (spin up / spin down): -0.0941 / -0.0941 Ha
* relative energy (zero: lowest compared OMol25 entry of this formula, charge and spin): 0.0 kJ/mol
* HOMO (spin up / spin down): -0.376 / -0.377 Ha
* multiplicity: 4
* frontier orbital gap (spin up / spin down): 0.282 / 0.283 Ha
* total charge: +1

A cluster of 2 separate species, C3H9N2O2 in total at a distorted geometry, computed with ωB97M-V/def2-TZVPD.

Geometry as XYZ:
```
16
Properties=species:S:1:pos:R:3:forces:R:3
C 0.4160 1.3829 -0.3655 3.15 -3.63 -0.50
C 0.3540 -2.1502 -0.5785 -3.47 1.30 -0.67
C -0.7712 -0.4683 0.8605 1.57 0.23 3.26
N -0.4379 2.2864 -0.6263 -5.09 5.28 -1.45
N 0.1790 -1.3506 0.6987 -0.46 -1.13 -0.75
O 1.6808 1.6643 -0.6732 -0.04 0.80 -0.05
O -0.9913 0.0340 2.1085 0.10 -0.24 -1.70
H -0.7056 -2.2193 -1.1483 2.34 0.22 1.54
H 0.9545 -1.5160 -1.1878 0.78 -0.13 -0.69
H 0.6928 -3.1642 -0.4745 0.40 -0.12 0.60
H -1.5132 -0.3037 0.1563 -1.08 0.18 -1.63
H -1.4869 2.1490 -0.7020 2.16 0.04 -0.08
H -0.0917 3.1987 -1.0644 -0.67 -1.76 1.03
H 0.8010 -1.5088 1.4848 -0.03 -0.03 -0.08
H 2.4066 1.1090 -0.4299 0.31 -0.81 0.50
H -1.4868 0.8567 1.9415 0.05 -0.21 0.68
```
Positions in Å, forces in eV/Å.

* LUMO (spin up / spin down): -0.1471 / -0.2078 Ha
* relative energy (zero: lowest compared OMol25 entry of this formula, charge and spin): 36.3 kJ/mol
* HOMO (spin up / spin down): -0.337 / -0.560 Ha
* multiplicity: 3
* frontier orbital gap (spin up / spin down): 0.190 / 0.352 Ha
* total charge: +1

A cluster of 12 separate species, BH28NO10 in total at a distorted geometry, computed with ωB97M-V/def2-TZVPD.

Geometry as XYZ:
```
40
Properties=species:S:1:pos:R:3:forces:R:3
N 1.9161 -2.7729 -2.3712 10.21 1.68 -4.12
H 1.7824 -1.8344 -2.6358 -0.67 1.74 -0.20
H 1.1894 -3.1634 -2.0638 -8.52 -4.31 2.51
H 2.5335 -2.7889 -1.5593 0.25 0.32 0.32
H 2.4703 -3.2584 -3.1941 -1.88 0.80 2.07
B -0.0844 0.1475 0.2647 0.49 1.47 -0.95
H 0.4592 0.7828 1.0865 0.79 0.86 0.75
H -0.8399 -0.4229 0.8499 -2.05 -1.93 1.31
H -0.7023 0.9023 -0.4686 0.20 0.01 -0.47
H 0.7346 -0.5670 -0.2023 0.69 -0.73 -0.97
O 1.9485 -3.1997 0.9706 3.98 -3.65 -5.10
H 2.9809 -3.2914 0.8877 -3.29 0.54 1.04
H 1.7260 -2.6697 1.6613 -0.43 2.84 3.61
O 2.4777 1.6103 -1.6580 4.94 5.24 -3.72
H 3.1033 0.9703 -1.5478 2.65 -2.50 0.59
H 1.7417 1.3008 -1.3584 -7.49 -2.88 3.15
O -1.2116 -2.4951 -1.7650 -1.16 -0.24 -4.30
H -1.5118 -1.8442 -2.4884 0.24 -2.01 1.00
H -0.9683 -1.8221 -1.2035 1.27 2.37 3.44
O -3.1261 1.1831 1.9694 -1.26 0.41 2.58
H -2.9744 1.7427 1.2520 0.10 1.86 -1.83
H -2.7739 0.3788 1.6953 1.08 -2.25 -0.56
O 0.8046 3.6590 -0.6370 -1.11 1.48 -0.60
H 0.4980 2.8773 -0.1771 0.99 -0.39 0.21
H 1.7362 3.8142 -0.8044 -0.08 -1.09 0.50
O -3.1434 3.1590 -0.2088 -1.12 -4.13 -2.14
H -2.6224 3.7814 0.1828 2.35 2.82 1.65
H -2.5018 2.4769 -0.5686 -0.97 1.35 0.25
O -1.8611 -3.4134 1.9832 2.15 0.86 -2.98
H -2.1250 -2.4355 1.6542 1.59 -3.55 0.61
H -1.0422 -3.8678 1.3693 -3.64 2.72 2.36
O -2.3775 1.7856 -3.1168 0.40 -3.77 -0.12
H -1.7714 0.9585 -3.2298 -0.94 2.56 0.27
H -3.2010 1.2502 -2.9699 0.51 1.27 -0.07
O 1.7875 -1.5065 3.0606 -8.15 -1.94 -8.81
H 2.2453 -1.1497 3.6553 5.98 4.57 7.78
H 1.1399 -0.7505 2.7063 1.98 -2.37 0.96
O 0.3312 3.7600 2.9397 -3.49 2.45 -0.33
H 0.0030 2.9171 3.1180 -0.41 -2.17 0.36
H 1.2290 3.7959 2.9217 3.82 -0.31 -0.07
```
Positions in Å, forces in eV/Å.

* LUMO: -0.0636 Ha
* relative energy (zero: lowest compared OMol25 entry of this formula, charge and spin): 313.6 kJ/mol
* HOMO: -0.356 Ha
* multiplicity: 1
* frontier orbital gap: 0.293 Ha

- Number 3 is which compound?
  C3H9N2O2

What did the fourth record say?
A cluster of 12 separate species, BH28NO10 in total at a distorted geometry, computed with ωB97M-V/def2-TZVPD.

Geometry as XYZ:
```
40
Properties=species:S:1:pos:R:3:forces:R:3
N 1.9161 -2.7729 -2.3712 10.21 1.68 -4.12
H 1.7824 -1.8344 -2.6358 -0.67 1.74 -0.20
H 1.1894 -3.1634 -2.0638 -8.52 -4.31 2.51
H 2.5335 -2.7889 -1.5593 0.25 0.32 0.32
H 2.4703 -3.2584 -3.1941 -1.88 0.80 2.07
B -0.0844 0.1475 0.2647 0.49 1.47 -0.95
H 0.4592 0.7828 1.0865 0.79 0.86 0.75
H -0.8399 -0.4229 0.8499 -2.05 -1.93 1.31
H -0.7023 0.9023 -0.4686 0.20 0.01 -0.47
H 0.7346 -0.5670 -0.2023 0.69 -0.73 -0.97
O 1.9485 -3.1997 0.9706 3.98 -3.65 -5.10
H 2.9809 -3.2914 0.8877 -3.29 0.54 1.04
H 1.7260 -2.6697 1.6613 -0.43 2.84 3.61
O 2.4777 1.6103 -1.6580 4.94 5.24 -3.72
H 3.1033 0.9703 -1.5478 2.65 -2.50 0.59
H 1.7417 1.3008 -1.3584 -7.49 -2.88 3.15
O -1.2116 -2.4951 -1.7650 -1.16 -0.24 -4.30
H -1.5118 -1.8442 -2.4884 0.24 -2.01 1.00
H -0.9683 -1.8221 -1.2035 1.27 2.37 3.44
O -3.1261 1.1831 1.9694 -1.26 0.41 2.58
H -2.9744 1.7427 1.2520 0.10 1.86 -1.83
H -2.7739 0.3788 1.6953 1.08 -2.25 -0.56
O 0.8046 3.6590 -0.6370 -1.11 1.48 -0.60
H 0.4980 2.8773 -0.1771 0.99 -0.39 0.21
H 1.7362 3.8142 -0.8044 -0.08 -1.09 0.50
O -3.1434 3.1590 -0.2088 -1.12 -4.13 -2.14
H -2.6224 3.7814 0.1828 2.35 2.82 1.65
H -2.5018 2.4769 -0.5686 -0.97 1.35 0.25
O -1.8611 -3.4134 1.9832 2.15 0.86 -2.98
H -2.1250 -2.4355 1.6542 1.59 -3.55 0.61
H -1.0422 -3.8678 1.3693 -3.64 2.72 2.36
O -2.3775 1.7856 -3.1168 0.40 -3.77 -0.12
H -1.7714 0.9585 -3.2298 -0.94 2.56 0.27
H -3.2010 1.2502 -2.9699 0.51 1.27 -0.07
O 1.7875 -1.5065 3.0606 -8.15 -1.94 -8.81
H 2.2453 -1.1497 3.6553 5.98 4.57 7.78
H 1.1399 -0.7505 2.7063 1.98 -2.37 0.96
O 0.3312 3.7600 2.9397 -3.49 2.45 -0.33
H 0.0030 2.9171 3.1180 -0.41 -2.17 0.36
H 1.2290 3.7959 2.9217 3.82 -0.31 -0.07
```
Positions in Å, forces in eV/Å.

* LUMO: -0.0636 Ha
* relative energy (zero: lowest compared OMol25 entry of this formula, charge and spin): 313.6 kJ/mol
* HOMO: -0.356 Ha
* multiplicity: 1
* frontier orbital gap: 0.293 Ha